{
  "formula": "CHN3O2",
  "method": "ωB97M-V with the def2-TZVPD basis set",
  "total_energy_ha": -353.36228,
  "spin_multiplicity": 1,
  "e_above_lowest_kj_mol": 186.10,
  "charge": 0,
  "largest_force_ev_per_a": 8.87,
  "orbital_gap_ev": 11.094,
  "species": ["C", "H", "N", "N", "N", "O", "O"],
  "coordinates": [[0.58907, -0.34463, 0.20778], [-0.60711, -1.78215, 0.35929], [-0.52634, -0.85728, -0.18752], [-1.44748, 0.08096, -0.23240], [-0.95217, 1.19401, -0.28206], [1.68248, -0.89105, 0.34369], [0.51185, 1.00682, 0.06979]]
}

***

{
  "formula": "C4H4AgO2",
  "method": "ωB97M-V with the def2-TZVPD basis set",
  "total_energy_ha": -451.19416,
  "spin_multiplicity": 2,
  "e_above_lowest_kj_mol": 482.42,
  "charge": 2,
  "largest_force_ev_per_a": 4.87,
  "orbital_gap_ev": [6.843, 6.721],
  "species": ["O", "C", "C", "C", "C", "H", "H", "H", "H", "Ag", "O"],
  "coordinates": [[-2.80717, 0.06066, 1.18640], [-1.74994, -0.50941, 1.25986], [-1.04448, -0.56412, 0.13495], [0.29858, -0.66327, -0.35185], [0.89258, 0.55215, -1.00485], [0.65649, -1.64524, -0.67063], [1.64221, 0.35775, -1.77369], [0.31932, 1.47970, -1.04280], [-2.42696, 0.26610, -0.15428], [2.96407, 0.51245, 2.12042], [1.25529, 0.15324, 0.29647]]
}